{
  "formula": "C3H7N3OS",
  "method": "ωB97M-V/def2-TZVPD",
  "spin_multiplicity": 1,
  "relative_energy_kcal_mol": 153.86,
  "homo_ev": -8.76,
  "lumo_ev": -0.04,
  "smiles": "C/C=N\\NC(=S)NO",
  "homo_lumo_gap_ev": 8.719,
  "species": ["C", "C", "C", "H", "H", "H", "H", "H", "H", "H", "N", "N", "N", "O", "S"],
  "xyz": [[-0.70, 1.24, -1.83], [0.57, 0.23, -1.58], [-0.62, -0.90, 1.63], [-0.46, 2.37, -1.23], [-0.70, 1.20, -3.00], [-1.83, 0.74, -1.32], [1.39, 0.38, -2.17], [-1.45, 0.10, 0.06], [0.83, -1.38, 2.81], [2.21, -0.32, 0.87], [0.60, -0.40, -0.42], [-0.49, -0.26, 0.39], [0.81, -1.17, 1.82], [1.68, -0.09, 1.67], [-1.85, -1.73, 2.31]],
  "nbo_charge": [-0.71, 0.06, 0.20, 0.26, 0.24, 0.20, 0.19, 0.39, 0.36, 0.49, -0.23, -0.47, -0.33, -0.56, -0.08]
}

=====

{
  "formula": "C3H7N3S",
  "method": "ωB97M-V/def2-TZVPD",
  "spin_multiplicity": 3,
  "relative_energy_kcal_mol": 63.06,
  "homo_ev": [-5.38, -8.51],
  "lumo_ev": [0.90, -1.40],
  "homo_lumo_gap_ev": [6.277, 7.107],
  "species": ["C", "C", "C", "N", "N", "N", "S", "H", "H", "H", "H", "H", "H", "H"],
  "xyz": [[0.58, 0.06, 0.72], [-0.69, 0.66, 0.22], [-1.71, 0.84, 1.05], [0.91, -1.72, -0.88], [0.66, -1.27, 0.28], [0.78, -1.14, -1.97], [0.72, 0.23, -2.73], [1.41, 0.61, 0.46], [0.43, -0.14, 1.77], [-0.70, 0.90, -0.81], [0.86, 1.38, -1.96], [-1.58, 0.36, 2.06], [-2.70, 1.20, 0.81], [1.03, -1.96, 0.96]],
  "lowdin_spin": [0.05, 0.01, 0.00, 0.66, 0.27, 0.60, 0.33, 0.01, 0.00, 0.01, 0.05, 0.00, 0.00, 0.00]
}

=====

{
  "formula": "C3H7N3S2",
  "method": "ωB97M-V/def2-TZVPD",
  "spin_multiplicity": 1,
  "relative_energy_kcal_mol": 49.34,
  "homo_ev": -8.17,
  "lumo_ev": 0.53,
  "smiles": "CN(C=S)/N=C\\NS",
  "homo_lumo_gap_ev": 8.700,
  "species": ["C", "C", "C", "H", "H", "H", "H", "H", "H", "H", "N", "N", "N", "S", "S"],
  "xyz": [[0.00, -2.44, -0.57], [1.20, -0.71, 0.68], [-1.66, 0.29, 0.36], [-0.57, -3.18, -0.01], [-0.51, -2.24, -1.51], [1.01, -2.80, -0.75], [2.10, -1.30, 0.35], [-2.56, 0.58, 0.86], [-1.80, 2.13, -0.51], [0.98, 1.42, -1.07], [0.07, -1.22, 0.21], [-1.17, -0.83, 0.73], [-1.28, 1.24, -0.55], [1.42, 0.63, 1.60], [-0.12, 1.13, -1.79]],
  "nbo_charge": [-0.40, -0.07, 0.31, 0.22, 0.21, 0.21, 0.20, 0.19, 0.41, 0.13, -0.26, -0.34, -0.77, -0.22, 0.18]
}

=====

{
  "formula": "C3H7N4O",
  "method": "ωB97M-V/def2-TZVPD",
  "spin_multiplicity": 1,
  "charge": 1,
  "relative_energy_kcal_mol": 115.65,
  "homo_ev": -11.60,
  "lumo_ev": -4.04,
  "homo_lumo_gap_ev": 7.563,
  "species": ["C", "C", "C", "N", "N", "N", "N", "O", "H", "H", "H", "H", "H", "H", "H"],
  "xyz": [[-1.05, 0.80, -0.75], [-4.15, -0.80, -1.14], [-0.06, 0.12, -0.11], [-2.35, 0.71, -0.86], [-2.99, -0.48, -0.81], [-0.12, -0.94, 0.83], [1.40, 0.58, -0.24], [-5.21, -1.12, -1.49], [-0.81, 1.68, -1.24], [-2.64, -1.17, -0.19], [-0.31, -1.82, 0.44], [-0.51, -0.64, 1.79], [1.87, 0.16, -1.10], [1.79, 0.17, 0.64], [1.35, 1.52, -0.34]],
  "nbo_charge": [0.01, 0.95, 0.03, -0.44, -0.41, -0.90, -0.69, -0.31, 0.21, 0.43, 0.39, 0.41, 0.43, 0.47, 0.43]
}

=====

{
  "formula": "C3H7N4O2S",
  "method": "ωB97M-V/def2-TZVPD",
  "spin_multiplicity": 1,
  "charge": 1,
  "relative_energy_kcal_mol": 46.73,
  "homo_ev": -12.09,
  "lumo_ev": -3.61,
  "homo_lumo_gap_ev": 8.480,
  "species": ["C", "C", "C", "N", "N", "N", "N", "O", "O", "S", "H", "H", "H", "H", "H", "H", "H"],
  "xyz": [[-0.74, -0.83, -0.20], [-0.36, 0.36, -0.68], [0.58, -2.86, -0.55], [0.95, 0.83, -0.92], [-0.39, -2.24, -0.02], [-1.29, 1.34, -0.71], [2.02, -0.55, 0.96], [0.86, -3.92, -0.88], [1.57, -1.76, -1.08], [2.14, -0.40, -0.67], [-1.82, -0.72, -0.03], [1.34, 1.71, -0.90], [-1.10, -2.73, 0.44], [-2.21, 0.99, -0.37], [-1.15, 2.24, -1.20], [2.34, 0.30, 1.48], [2.50, -1.40, 1.21]],
  "nbo_charge": [-0.21, 0.33, 0.92, -0.80, -0.58, -0.81, -1.03, -0.43, -0.79, 1.63, 0.21, 0.44, 0.44, 0.41, 0.43, 0.43, 0.41]
}

=====

{
  "formula": "C3H7N5",
  "method": "ωB97M-V/def2-TZVPD",
  "spin_multiplicity": 1,
  "relative_energy_kcal_mol": 132.21,
  "homo_ev": -8.62,
  "lumo_ev": -0.11,
  "smiles": "CC/N=c1/nn[nH][nH]1",
  "homo_lumo_gap_ev": 8.502,
  "species": ["C", "C", "C", "H", "H", "H", "H", "H", "H", "H", "N", "N", "N", "N", "N"],
  "xyz": [[-0.56, 1.05, 3.05], [-0.91, -0.05, 1.85], [-0.37, 0.04, -0.57], [-0.21, 0.43, 3.90], [0.49, 1.38, 2.78], [-0.91, 2.12, 3.05], [-1.97, -0.44, 2.10], [-0.05, -0.78, 1.92], [2.40, -1.22, -1.60], [1.17, 0.42, 0.41], [-1.15, 0.32, 0.48], [-0.37, 0.29, -2.01], [0.66, -0.42, -2.43], [1.43, -0.83, -1.41], [0.87, -0.52, -0.14]],
  "nbo_charge": [-0.66, -0.25, 0.45, 0.23, 0.18, 0.25, 0.22, 0.18, 0.43, 0.41, -0.50, -0.25, 0.07, -0.27, -0.49]
}

=====

{
  "formula": "C3H7N5",
  "method": "ωB97M-V/def2-TZVPD",
  "spin_multiplicity": 1,
  "relative_energy_kcal_mol": 53.05,
  "homo_ev": -9.12,
  "lumo_ev": 0.63,
  "smiles": "[H]/N=C/N(/C=N/[H])/C(N)=N/[H]",
  "homo_lumo_gap_ev": 9.747,
  "species": ["C", "C", "C", "H", "H", "H", "H", "H", "H", "H", "N", "N", "N", "N", "N"],
  "xyz": [[0.61, -1.07, -0.30], [-0.71, 0.19, 1.17], [-0.12, 1.07, -1.12], [2.36, -2.02, 0.43], [1.73, -0.65, 1.32], [1.19, -2.40, -1.44], [-0.91, -0.77, 1.55], [-1.43, 1.17, 2.56], [0.44, 0.94, -2.00], [-1.32, 2.49, -1.77], [1.38, -1.51, 0.86], [0.46, -1.74, -1.45], [0.05, 0.12, -0.03], [-0.83, 1.34, 1.68], [-1.17, 1.82, -0.93]],
  "nbo_charge": [0.59, 0.26, 0.27, 0.38, 0.38, 0.33, 0.18, 0.34, 0.20, 0.34, -0.84, -0.70, -0.53, -0.57, -0.62]
}

=====

{
  "formula": "C3H7N5",
  "method": "ωB97M-V/def2-TZVPD",
  "spin_multiplicity": 1,
  "relative_energy_kcal_mol": 123.31,
  "homo_ev": -7.93,
  "lumo_ev": 0.56,
  "homo_lumo_gap_ev": 8.495,
  "species": ["C", "C", "C", "N", "N", "N", "N", "N", "H", "H", "H", "H", "H", "H", "H"],
  "xyz": [[-2.56, -1.76, -0.71], [1.67, 1.51, -0.91], [0.97, 0.24, 1.58], [-1.51, -1.14, -0.59], [-0.74, -0.74, 0.51], [-3.70, -2.18, -0.87], [0.68, 0.49, -0.84], [0.32, 0.01, 0.28], [2.73, 1.25, -1.02], [1.33, 2.26, -1.69], [1.43, 2.19, 0.00], [1.18, -0.74, 1.95], [1.82, 0.87, 1.47], [0.14, 0.75, 2.28], [-3.76, -3.04, -1.44]],
  "nbo_charge": [0.65, -0.47, -0.45, -0.39, -0.19, -0.73, -0.28, 0.14, 0.21, 0.23, 0.18, 0.24, 0.22, 0.24, 0.39]
}

=====

{
  "formula": "C3H7N5",
  "method": "ωB97M-V/def2-TZVPD",
  "spin_multiplicity": 1,
  "relative_energy_kcal_mol": 191.56,
  "homo_ev": -8.54,
  "lumo_ev": 0.46,
  "homo_lumo_gap_ev": 8.995,
  "species": ["C", "C", "C", "H", "H", "H", "H", "H", "H", "H", "N", "N", "N", "N", "N"],
  "xyz": [[0.78, 1.56, -0.87], [-0.37, -1.47, 1.77], [0.22, -0.92, 0.38], [1.24, 1.77, -1.95], [-0.15, 2.54, -0.51], [1.47, 1.01, 0.27], [0.07, -0.02, -2.23], [-2.48, 0.52, 0.71], [0.14, -2.23, 2.46], [1.73, -1.37, -1.12], [-0.22, 0.56, -1.39], [-0.71, -0.14, -0.24], [-1.54, 0.37, 0.91], [-1.54, -0.78, 1.83], [1.37, -1.38, -0.03]],
  "nbo_charge": [-0.47, 0.00, 0.36, 0.22, 0.20, 0.24, 0.39, 0.37, 0.26, 0.35, -0.50, -0.18, -0.27, -0.22, -0.76]
}